DFT (wB97M-V/def2-TZVPD) results for a 12-piece molecular cluster, C77H178N14O17 overall at a distorted geometry.

Output
- SMILES = CC1(C)CCCC(C)(C)N1O.CC1(C)CCCC(C)(C)N1O.CC1(C)CCCC(C)(C)N1O.CC1(C)CCCC(C)(C)N1O.CC1(C)CCCC(C)(C)N1O.COCCNCCOC.COCCNCCOC.COCCNCCOC.COCCNCCOC.COCCNCCOC.NC(N)=O.NC(N)=O
- E (hartree) = -5085.808322

```
286
Properties=species:S:1:pos:R:3:forces:R:3:mulliken_charge:R:1
C -17.9371 -23.6999 -6.4333 -1.9 -0.9 -1.2 -0.450
O -17.9689 -24.7031 -5.4604 0.6 0.1 0.6 -0.479
C -16.8785 -25.5620 -5.5193 1.3 -0.6 -1.5 0.664
C -15.5266 -24.9276 -5.1752 -1.3 0.6 1.7 -1.237
N -14.3943 -25.6379 -5.6592 0.3 0.2 -0.3 -0.234
C -14.2738 -25.3755 -7.0526 -0.1 -1.2 -2.4 -0.529
C -13.0651 -26.1356 -7.5154 0.7 -0.2 0.0 0.216
O -11.9605 -25.6491 -6.7524 -0.4 -0.3 -0.1 -0.520
C -10.7534 -26.3473 -6.9413 -0.1 0.1 -0.8 -0.611
H -18.9864 -23.3923 -6.4170 0.3 0.9 -0.1 0.187
H -17.8622 -24.1698 -7.4452 0.5 0.4 0.5 0.070
H -17.2178 -22.9021 -6.2954 0.0 0.2 0.1 0.436
H -16.7598 -26.0149 -6.5429 -0.5 0.2 0.6 -0.535
H -17.0433 -26.3397 -4.8343 -0.5 -1.2 0.8 0.538
H -15.4623 -24.8974 -4.0748 0.0 0.5 -0.3 0.317
H -15.6087 -23.9347 -5.6066 0.5 0.6 0.3 0.562
H -13.5073 -25.2658 -5.3269 -0.3 -0.1 0.8 0.252
H -14.2499 -24.2992 -7.3166 0.0 -0.3 0.2 0.755
H -15.0682 -25.8801 -7.6463 0.0 0.8 0.4 -0.415
H -12.8723 -26.0566 -8.5919 -0.1 0.1 0.0 0.207
H -13.2845 -27.2120 -7.2907 0.5 0.5 -0.1 0.050
H -10.0947 -26.0718 -6.1402 0.3 0.1 0.4 0.331
H -10.2777 -26.0379 -7.8880 -0.1 -0.2 0.1 0.104
H -10.8998 -27.4302 -6.9441 0.0 0.0 0.0 0.287
C -11.0016 -20.8676 -11.4643 1.4 1.4 -0.3 -0.492
O -11.8096 -19.6889 -11.3237 1.1 -1.1 0.0 -0.402
C -13.0834 -19.9391 -10.7826 0.0 0.6 -0.2 -0.083
C -13.8318 -18.6571 -10.9145 -0.7 0.4 -0.4 0.958
N -13.2698 -17.7198 -9.9648 -0.4 -0.1 -0.4 -0.326
C -14.0778 -16.5614 -9.6747 0.0 0.1 1.7 -0.306
C -14.2460 -15.5379 -10.7402 -0.1 -0.4 -0.8 -0.370
O -13.0373 -15.0998 -11.2532 1.7 0.1 -0.6 -0.397
C -13.0983 -14.7847 -12.6192 -1.5 -0.3 -0.6 -0.636
H -11.4375 -21.5133 -12.1864 -0.8 -1.0 -0.4 0.055
H -10.7254 -21.3991 -10.5384 -0.5 0.3 0.0 0.292
H -10.0276 -20.5771 -11.9524 -0.9 0.1 0.6 0.337
H -13.0233 -20.1829 -9.7442 0.2 -0.4 0.9 0.343
H -13.6184 -20.7157 -11.2833 -0.2 -0.9 -0.8 -0.324
H -14.9115 -18.7744 -10.6879 0.5 -0.1 0.0 -0.797
H -13.7649 -18.3807 -11.9989 -0.1 0.2 0.6 0.155
H -12.3339 -17.4777 -10.2505 0.2 0.2 0.0 0.342
H -13.6646 -16.1630 -8.7224 -0.4 0.2 -0.6 0.391
H -15.1226 -16.8534 -9.4970 0.4 -0.3 0.4 -0.235
H -14.7692 -14.6700 -10.4078 -0.9 0.6 0.6 0.683
H -14.8394 -16.0307 -11.5177 -0.1 0.1 -0.3 -0.065
H -13.5364 -15.6679 -13.1736 0.1 0.9 0.3 0.219
H -12.1236 -14.6463 -13.0659 0.4 0.3 0.4 0.278
H -13.7443 -13.8658 -12.7749 0.6 -0.9 -0.1 0.276
C -20.5529 -24.7609 -13.0100 -0.4 -0.9 -0.9 -1.029
O -19.2645 -24.9418 -13.6158 -1.2 0.1 -1.3 0.531
C -19.4134 -25.4226 -14.9976 0.6 0.0 0.9 -0.345
C -17.9949 -25.6819 -15.5178 0.0 0.2 0.3 -0.384
N -17.1061 -24.5065 -15.3493 -1.2 -0.1 -2.2 0.132
C -17.6126 -23.4187 -16.2087 -0.2 0.9 -0.6 -0.559
C -16.6921 -22.1910 -16.2094 1.2 -1.2 -0.1 -0.421
O -15.3408 -22.4891 -16.6045 -1.5 1.0 -0.1 -0.450
C -14.3484 -22.3879 -15.6212 0.4 -1.9 0.0 -0.150
H -21.3025 -25.4695 -13.4564 0.6 0.6 0.1 0.425
H -20.9551 -23.7440 -13.1077 0.3 -0.1 0.1 0.550
H -20.4842 -25.0962 -11.9926 0.2 0.4 0.7 -0.093
H -19.8947 -24.7013 -15.6638 -0.3 0.2 0.4 0.436
H -20.0354 -26.3250 -14.9246 0.2 0.0 -0.4 0.087
H -18.0292 -26.0046 -16.5866 0.1 0.3 0.8 0.647
H -17.5631 -26.4643 -14.9076 0.1 -0.5 -0.1 -0.545
H -17.1810 -24.2249 -14.4042 -0.1 0.4 1.1 -0.006
H -18.5469 -22.8838 -15.9141 -0.1 -0.9 0.3 0.168
H -17.8593 -23.8716 -17.1981 0.6 0.6 0.4 0.429
H -16.7331 -21.8219 -15.1923 0.3 0.2 0.6 -0.033
H -17.0295 -21.3579 -16.8130 -0.4 -0.1 -0.5 0.534
H -14.5026 -21.6954 -14.7751 -0.1 0.3 -0.7 0.166
H -13.4472 -22.1863 -16.2378 -0.1 -0.1 1.1 0.319
H -14.3314 -23.4118 -15.1413 0.7 0.9 -0.3 -0.008
C -13.2515 -26.9262 -14.5055 0.8 -1.2 -0.5 -0.483
O -13.6057 -27.8371 -13.4723 -0.2 0.1 -0.4 0.427
C -14.4081 -28.9121 -13.9316 -0.1 0.3 0.9 -1.257
C -14.3781 -29.9078 -12.8011 -2.9 -0.8 -0.5 0.625
N -13.0626 -30.3417 -12.5797 1.9 -0.1 -0.1 -0.382
C -12.8701 -31.1589 -11.4011 -0.7 1.4 1.6 -0.832
C -12.4741 -30.2060 -10.1977 -0.5 -1.4 0.1 0.087
O -12.3062 -30.9267 -8.9523 -0.6 0.2 -0.9 -0.551
C -13.5504 -30.9884 -8.2551 0.1 1.5 -0.5 0.073
H -13.5485 -27.2883 -15.5146 0.1 0.1 0.6 0.592
H -12.1509 -26.8931 -14.4515 -0.4 0.6 -0.4 0.194
H -13.7408 -25.9895 -14.3198 -0.1 0.7 -0.1 -0.199
H -13.9624 -29.3708 -14.7958 0.2 -0.1 -0.7 0.673
H -15.4027 -28.5036 -14.1634 0.0 -0.5 0.0 0.144
H -15.0878 -30.7796 -13.0639 1.2 1.0 0.2 0.274
H -14.8766 -29.4628 -11.9312 0.1 0.3 0.3 -0.383
H -12.4105 -29.5329 -12.5339 -0.8 -0.8 -0.2 0.102
H -12.0919 -31.8580 -11.4994 1.2 -0.9 -0.5 0.336
H -13.7641 -31.7810 -11.1814 0.3 0.7 0.0 0.394
H -13.2202 -29.3969 -10.1467 0.0 -0.2 0.4 -0.017
H -11.5221 -29.7195 -10.3867 0.3 -0.1 -0.3 0.238
H -13.4293 -31.5186 -7.3288 0.3 -0.2 0.5 0.420
H -14.3615 -31.5013 -8.8066 0.3 0.5 0.0 0.098
H -13.7689 -29.8968 -8.0470 -0.5 -1.3 0.0 -0.255
C -18.9737 -28.6598 -7.5137 -0.4 0.8 -0.7 0.608
O -20.3312 -28.9280 -7.9155 0.8 -0.3 0.2 -0.478
C -20.7746 -30.2487 -7.5855 0.4 -0.2 0.4 -0.868
C -22.2327 -30.3007 -8.0971 1.3 -1.0 0.7 -0.341
N -22.9064 -31.5742 -7.8569 -0.1 -0.2 0.8 -0.356
C -24.3112 -31.5686 -8.3187 0.3 -0.7 1.1 -0.571
C -25.0682 -32.9043 -8.1814 0.9 0.2 -1.2 -0.650
O -25.2976 -33.1162 -6.8093 0.5 0.7 -0.7 -0.265
C -26.1251 -34.1724 -6.5175 -0.1 -2.1 1.0 -0.734
H -18.3010 -29.4184 -7.9056 0.0 0.1 -0.3 -0.801
H -18.8442 -28.6117 -6.4473 -0.3 -0.2 0.8 0.797
H -18.7125 -27.6331 -7.8691 -0.2 -0.9 -0.1 -0.628
H -20.6087 -30.3855 -6.5039 -0.8 0.2 0.1 0.722
H -20.1065 -31.0615 -7.9473 -0.4 0.6 -0.8 -0.147
H -22.1578 -30.1230 -9.1563 -0.3 0.2 -0.4 -0.088
H -22.6885 -29.4732 -7.5985 -0.7 0.8 0.2 0.685
H -22.8370 -31.7620 -6.8453 -0.4 -0.1 -0.7 0.356
H -24.2663 -31.2817 -9.3373 -0.1 0.2 -1.2 0.480
H -24.9432 -30.8318 -7.8152 0.1 0.3 0.2 0.229
H -24.5288 -33.7409 -8.7332 -0.2 0.6 1.1 0.320
H -26.0094 -32.8000 -8.7548 0.0 0.1 0.5 0.399
H -26.9340 -34.3501 -7.2350 -0.1 0.4 0.0 0.313
H -26.5464 -33.9921 -5.5099 0.1 -0.2 -0.5 0.223
H -25.5627 -35.1574 -6.4818 -0.4 0.9 0.0 0.261
C -15.8460 -29.1496 -5.4224 -0.4 0.0 -0.8 0.406
O -16.6284 -29.9053 -4.8640 -0.4 -0.4 0.9 -0.812
N -14.9377 -28.3790 -4.8093 1.0 1.1 0.8 -0.310
N -15.8792 -29.0068 -6.7619 0.3 0.6 -1.3 1.417
H -14.6389 -27.4752 -5.2166 -0.1 -0.5 -0.1 0.113
H -15.0151 -28.3123 -3.8127 -0.1 -0.3 0.3 0.345
H -15.0938 -28.5931 -7.2353 0.1 0.2 0.3 -0.703
H -16.3210 -29.7085 -7.3437 -0.2 -0.4 0.2 -0.455
C -17.5565 -32.1363 -7.6285 0.0 2.1 1.8 0.009
O -16.9773 -31.2130 -8.2169 0.1 -0.7 -1.1 -0.439
N -18.0551 -33.2306 -8.2302 -0.4 -0.9 0.0 -0.407
N -17.7379 -31.9678 -6.2876 -0.3 -0.4 -0.6 -0.121
H -18.1382 -33.1438 -9.2190 0.1 -0.1 -0.5 0.244
H -18.8195 -33.7209 -7.7844 0.2 0.1 0.0 0.254
H -18.2300 -32.6096 -5.6995 -0.1 -0.2 0.0 0.201
H -17.4765 -31.0552 -5.8975 0.2 -0.4 0.3 0.174
C -22.4807 -30.6101 -14.7468 -1.5 0.8 0.2 -1.992
C -21.3260 -29.8741 -14.1053 2.0 -0.9 1.8 2.098
C -21.7216 -28.6402 -13.2784 -0.7 0.4 -0.4 -2.038
C -20.6122 -28.1573 -12.3574 0.9 0.0 1.4 1.902
C -20.3178 -29.2401 -11.2953 0.2 0.1 -1.6 -0.130
C -19.8516 -30.5078 -12.0335 1.0 0.3 1.3 2.132
N -20.7539 -30.8492 -13.0869 -1.3 -0.7 -1.2 0.345
O -20.3148 -32.0508 -13.7573 -1.4 0.5 0.5 -0.490
C -18.3948 -30.2492 -12.5007 0.4 0.3 0.2 -1.488
C -19.8443 -31.6825 -11.0234 -0.4 -0.7 -1.8 -2.341
C -20.3101 -29.4227 -15.1577 -0.8 0.6 -1.0 -1.450
H -23.0889 -29.8887 -15.3152 0.0 0.0 0.3 0.417
H -23.0956 -31.0478 -13.9513 0.0 0.2 -0.2 0.424
H -22.3179 -31.3969 -15.4637 1.0 -0.3 -0.1 0.355
H -22.0074 -27.8983 -14.0354 0.1 0.2 0.2 0.615
H -22.6298 -28.7790 -12.6525 0.4 -0.3 -0.4 0.049
H -20.8506 -27.2398 -11.8107 -0.4 -0.1 -0.2 -0.972
H -19.6185 -27.9458 -12.7720 -0.5 0.1 -0.8 -0.220
H -21.2064 -29.4072 -10.7317 -0.7 -0.3 0.5 -0.577
H -19.5121 -28.9599 -10.6184 -0.1 0.2 0.1 -0.040
H -17.7551 -29.9171 -11.6351 -0.5 -0.4 -0.9 -0.206
H -17.9841 -31.1432 -12.9344 0.5 -0.8 0.3 1.114
H -18.2701 -29.5591 -13.3433 -0.4 0.4 0.4 0.077
H -20.7666 -31.7618 -10.4929 -0.6 0.5 0.9 0.510
H -19.8784 -32.6278 -11.5725 0.5 0.1 -0.2 0.518
H -18.9743 -31.6972 -10.4170 0.7 0.4 0.8 -0.022
H -19.6303 -30.1885 -15.4498 0.4 -1.0 -0.2 0.300
H -19.6648 -28.5573 -14.9215 -0.7 -0.2 0.1 -0.153
H -20.9478 -29.2435 -16.0600 0.9 0.4 0.4 0.464
H -19.4105 -31.9036 -13.9847 1.2 0.2 -0.5 0.395
C -23.9599 -27.5683 -9.6460 1.2 0.8 -1.0 -1.369
C -23.6403 -26.1147 -9.1823 -1.0 -0.6 -0.7 1.262
C -24.8662 -25.7373 -8.3480 -0.1 -0.6 1.1 -1.155
C -24.5953 -24.5775 -7.4119 0.7 0.8 0.0 -0.865
C -23.3068 -24.7920 -6.6038 0.0 0.2 -1.0 -1.406
C -22.0934 -25.1921 -7.4204 -0.9 1.1 -2.3 1.796
N -22.5094 -26.2746 -8.3143 0.4 -0.9 1.7 0.220
O -21.4317 -26.6646 -9.1088 1.7 -0.9 -0.3 3.168
C -21.5712 -24.0147 -8.3461 1.7 -0.1 0.7 -1.726
C -21.0026 -25.6143 -6.4816 -0.6 0.5 0.5 -1.715
C -23.4346 -25.2054 -10.4383 -1.1 -0.3 0.7 -1.944
H -24.9552 -27.6395 -10.0469 -0.6 -0.1 0.0 0.655
H -23.8002 -28.1722 -8.7690 -0.3 -0.4 0.1 0.076
H -23.2568 -27.8885 -10.4411 -0.3 0.1 0.4 -0.487
H -25.6809 -25.4787 -9.0218 -0.2 -0.2 -0.1 0.443
H -25.1550 -26.6562 -7.7559 0.2 0.9 -0.5 0.312
H -25.3277 -24.4132 -6.6261 -0.7 -0.1 -0.4 0.550
H -24.5734 -23.6573 -8.0477 0.3 -0.4 0.7 0.258
H -23.4440 -25.5788 -5.8821 -0.3 -0.5 0.4 0.479
H -23.0482 -23.9115 -6.0426 0.0 0.6 0.3 0.421
H -22.2872 -23.4655 -8.9457 -0.4 0.0 0.6 0.357
H -21.0929 -23.3301 -7.6022 0.0 0.0 -1.0 0.711
H -20.8212 -24.3699 -9.1470 -0.8 0.3 1.6 -0.319
H -20.1941 -25.8810 -7.0828 2.1 0.3 -0.8 -0.219
H -20.8194 -24.7883 -5.7535 0.3 -0.8 -0.6 0.440
H -21.1801 -26.5569 -5.9939 -0.8 -0.2 0.6 0.511
H -22.5060 -25.5266 -10.8937 0.0 0.1 -0.4 0.412
H -23.4394 -24.1227 -10.2499 0.1 -0.5 0.0 0.249
H -24.3197 -25.3956 -11.0691 0.6 0.0 -0.2 0.530
H -20.9464 -27.4245 -8.6643 -1.3 0.7 -0.4 -0.608
C -9.2622 -26.5432 -16.4500 0.2 1.0 0.1 -1.971
C -9.3410 -25.6008 -15.2158 0.0 0.6 -3.3 1.693
C -10.3852 -24.5457 -15.6481 2.1 1.4 2.0 -1.483
C -10.7293 -23.7041 -14.4292 -2.8 -0.7 0.5 -1.253
C -11.1915 -24.5680 -13.2148 0.4 0.0 -0.6 0.877
C -10.2141 -25.6682 -12.8161 0.2 -0.4 -2.0 1.714
N -9.9136 -26.3613 -14.1821 -0.4 -0.6 3.2 0.428
O -9.0573 -27.4704 -13.9337 -0.8 -0.7 -0.3 -0.609
C -8.9840 -25.0733 -12.1769 0.6 0.4 -0.3 -1.365
C -10.8242 -26.7074 -11.8902 -1.1 1.2 0.2 -0.964
C -7.9524 -25.0134 -14.9860 0.2 -0.1 0.8 -1.606
H -9.1248 -25.9611 -17.3731 -0.3 0.0 0.2 0.410
H -10.1726 -27.1368 -16.4815 0.2 -0.2 -0.2 0.353
H -8.3676 -27.1137 -16.3596 0.4 -1.0 0.0 0.459
H -9.9599 -23.9633 -16.4734 -0.3 -0.1 0.1 0.531
H -11.2689 -25.0304 -15.8908 -1.6 -1.1 -1.1 0.305
H -11.6655 -23.0893 -14.5428 1.1 -0.1 -0.5 0.246
H -9.9744 -23.0808 -14.0518 1.3 1.1 0.0 0.846
H -12.1406 -25.0543 -13.4229 -0.1 0.3 0.1 -1.689
H -11.3003 -23.8106 -12.4481 -0.3 -0.3 0.7 0.273
H -8.9028 -24.0032 -12.4343 0.4 -0.5 -0.1 0.272
H -9.1253 -25.0792 -11.1113 0.2 -0.3 0.6 0.560
H -8.0750 -25.6512 -12.4803 -0.5 0.8 0.7 0.084
H -11.4284 -27.4225 -12.4163 -0.2 -0.4 -0.3 -0.212
H -10.1037 -27.1957 -11.2766 0.7 -0.5 0.3 0.802
H -11.5108 -26.1686 -11.2020 0.3 -0.3 -0.2 -0.294
H -7.6017 -24.4777 -15.8745 0.1 -0.3 0.1 0.436
H -7.2465 -25.8324 -14.6847 -0.4 0.8 -0.5 0.326
H -7.9942 -24.3102 -14.1521 0.3 0.1 -0.4 0.302
H -8.3794 -27.1984 -13.3214 0.6 0.3 0.4 0.408
C -17.2018 -18.4457 -12.6770 -0.4 0.9 -3.3 -1.514
C -18.2755 -18.7158 -11.6791 1.0 0.9 -0.1 1.799
C -18.6153 -20.1546 -11.7503 -2.3 -1.6 1.2 -1.114
C -19.5384 -20.5361 -10.5695 0.5 0.1 0.8 -0.859
C -18.6103 -20.3391 -9.3583 -0.6 -0.8 -0.2 -0.906
C -18.1912 -18.8968 -9.1703 0.2 -0.9 1.2 1.993
N -17.5933 -18.4641 -10.4220 0.3 0.8 1.2 1.358
O -17.2789 -17.0730 -10.2825 0.6 -0.6 -0.5 -0.530
C -19.3885 -18.0647 -8.6914 -0.3 -1.3 0.7 -2.057
C -17.0829 -18.8049 -8.0974 0.2 -0.1 0.2 -1.831
C -19.4518 -17.7544 -11.9902 0.9 -0.3 -0.7 -1.948
H -16.2580 -18.9727 -12.5298 -0.1 0.3 0.4 -0.059
H -17.5380 -18.7501 -13.7479 0.3 0.5 1.6 0.272
H -17.1421 -17.3338 -12.6695 0.9 -0.8 -0.4 0.480
H -19.1536 -20.3012 -12.6616 -0.1 -0.3 -0.9 0.781
H -17.8053 -20.8831 -11.6528 0.5 0.6 -0.5 -0.458
H -20.4292 -19.9095 -10.5040 -0.1 -0.2 -0.1 0.676
H -19.8305 -21.5918 -10.5149 -0.1 0.2 -0.6 0.137
H -17.7906 -20.9970 -9.6837 0.4 0.4 0.9 -0.892
H -19.0146 -20.7192 -8.4056 0.0 0.1 -0.4 0.776
H -19.7401 -18.3496 -7.6701 0.2 -0.4 -0.9 0.376
H -20.2040 -18.0736 -9.3977 -0.4 0.0 0.1 0.339
H -19.0878 -17.0805 -8.5146 0.5 1.9 0.0 0.650
H -17.3644 -19.1716 -7.0868 -0.2 -0.3 -0.8 0.410
H -16.9661 -17.7327 -7.9076 0.8 -0.2 -0.2 0.491
H -16.1451 -19.3370 -8.4479 -1.0 0.9 0.5 0.103
H -19.1356 -16.6946 -12.0598 -0.1 -0.6 0.5 0.390
H -19.7566 -17.9753 -13.0126 -0.4 -0.2 0.1 0.491
H -20.2455 -17.9021 -11.2907 -0.7 0.2 0.1 0.407
H -18.1182 -16.6351 -10.1644 -0.6 0.5 0.1 0.245
C -16.4005 -27.6078 -9.8454 -0.1 -0.8 -0.1 0.913
C -16.5320 -26.3543 -10.7077 -0.8 -1.0 -0.7 2.040
C -17.6745 -25.4963 -10.1446 1.7 -0.6 1.4 1.286
C -17.6641 -24.1271 -10.6673 0.0 1.1 -0.6 1.112
C -16.3255 -23.4554 -10.2707 -1.5 -0.6 -1.4 -0.975
C -15.1988 -24.2448 -10.9587 0.8 -0.7 0.5 3.257
N -15.2824 -25.6418 -10.5384 0.6 -0.8 0.1 0.837
O -14.1595 -26.4281 -11.0791 -1.0 1.2 2.3 1.247
C -15.2039 -24.0844 -12.4620 -1.5 0.7 -1.0 -0.747
C -13.8750 -23.7634 -10.4321 0.7 -0.8 0.1 0.130
C -17.0219 -26.7733 -12.1753 0.2 1.2 0.3 2.431
H -16.2091 -27.3301 -8.7823 -0.5 -0.2 -0.7 -0.468
H -15.5198 -28.1659 -10.1805 -0.1 0.0 0.1 -1.230
H -17.2820 -28.2925 -9.9859 0.7 0.7 0.5 -0.742
H -18.5735 -26.0113 -10.3350 -1.3 -0.6 -0.2 -0.313
H -17.5312 -25.4237 -9.0478 -0.2 -0.3 -0.3 -1.449
H -18.5411 -23.6217 -10.3124 -0.4 0.7 0.7 -0.477
H -17.8768 -24.1746 -11.7342 0.5 0.3 -0.3 -0.504
H -16.2556 -23.5462 -9.2006 0.3 0.0 0.6 -0.157
H -16.3570 -22.3799 -10.5125 0.5 -0.4 -0.2 0.076
H -15.4442 -23.0234 -12.5866 0.8 0.2 -0.6 0.517
H -14.3783 -24.4544 -13.0879 0.3 0.6 0.8 -0.517
H -16.0625 -24.5316 -12.9687 0.0 -0.3 0.6 -0.806
H -13.0967 -24.4481 -10.8244 -0.2 0.9 0.1 -0.858
H -13.7966 -22.7542 -10.7532 0.7 0.9 -0.3 -0.264
H -13.7984 -23.7853 -9.3433 -0.3 0.0 -0.1 -0.346
H -17.5225 -25.9114 -12.6912 0.7 -0.9 0.5 -1.062
H -17.8091 -27.5040 -12.0407 0.0 -0.3 0.1 -0.883
H -16.2726 -27.2148 -12.8472 0.0 0.2 0.4 -1.618
H -14.3256 -26.5232 -11.9957 -0.2 -0.5 -1.9 -0.916
```
Positions in Å, forces in eV/Å.